Entry from the OMol25 dataset: a 6-piece molecular cluster, C35H62N2O15PS2 overall at a distorted geometry (ωB97M-V/def2-TZVPD).

Atoms and positions in Å:
C1 1.937 -0.352 -0.911
C2 0.531 -1.001 -1.516
S1 -0.159 -2.402 -0.487
C3 -1.839 -2.012 0.235
C4 -2.393 -0.496 -0.047
C5 -3.323 -0.306 -1.424
C6 -3.891 1.179 -1.828
C7 -4.825 1.453 -3.164
O1 -4.337 2.267 -4.141
O2 -6.146 0.844 -3.400
P1 -7.197 0.984 -2.018
S2 -9.056 0.456 -2.403
C8 -3.489 2.427 -0.796
C9 -2.583 2.106 0.572
N1 -2.271 3.322 1.438
C10 -1.147 4.163 0.837
C11 -0.218 5.088 1.876
O3 -0.805 4.194 -0.453
C12 -3.460 4.246 1.579
C13 -4.666 4.067 2.679
O4 -3.490 5.323 0.749
N2 -2.079 0.684 0.895
C14 -1.275 0.554 2.179
C15 0.183 1.308 2.147
O5 1.209 0.652 3.023
H1 2.169 -0.766 0.180
H2 2.806 -0.664 -1.634
H3 1.852 0.822 -0.939
H4 0.823 -1.455 -2.580
H5 -0.209 -0.123 -1.738
H6 -1.828 -2.254 1.399
H7 -2.601 -2.805 -0.230
H8 -3.568 -1.234 -2.134
H9 -6.721 0.132 -0.946
H10 -7.260 2.362 -1.572
H11 -3.870 3.498 -1.087
H12 -0.400 6.245 1.708
H13 -0.547 4.876 2.994
H14 0.915 4.774 1.737
H15 -5.199 5.129 2.768
H16 -4.307 3.785 3.762
H17 -5.498 3.295 2.374
H18 -1.915 1.114 3.017
H19 -1.141 -0.543 2.563
H20 0.601 1.524 1.069
H21 0.012 2.380 2.643
H22 1.011 1.054 3.941
O6 -0.228 -1.492 -4.518
C16 -0.943 -2.459 -4.771
O7 -1.812 -2.925 -3.842
C17 -2.837 -3.902 -4.101
C18 -2.293 -5.310 -3.958
C19 -0.811 -3.202 -6.069
H23 -3.311 -3.730 -5.072
H24 -3.614 -3.741 -3.346
H25 -1.503 -5.511 -4.687
H26 -3.089 -6.047 -4.098
H27 -1.852 -5.451 -2.966
H28 -0.020 -3.949 -5.976
H29 -0.541 -2.486 -6.850
H30 -1.733 -3.676 -6.399
O8 0.078 5.046 4.854
C20 -0.447 5.214 5.951
O9 -1.313 4.294 6.439
C21 -1.815 4.279 7.789
C22 -3.042 5.160 7.920
C23 -0.220 6.473 6.735
H31 -1.030 4.541 8.505
H32 -2.095 3.243 8.003
H33 -2.811 6.207 7.702
H34 -3.454 5.100 8.932
H35 -3.813 4.851 7.207
H36 -0.927 7.236 6.402
H37 0.800 6.819 6.544
H38 -0.297 6.341 7.813
O10 4.639 -1.070 -1.978
C24 5.506 -1.297 -1.138
O11 5.373 -2.340 -0.285
C25 6.415 -2.823 0.585
C26 6.427 -2.057 1.893
C27 6.683 -0.379 -0.973
H39 7.386 -2.812 0.081
H40 6.185 -3.874 0.787
H41 6.641 -0.996 1.736
H42 7.180 -2.466 2.572
H43 5.447 -2.114 2.378
H44 6.407 0.442 -0.307
H45 6.946 0.025 -1.955
H46 7.578 -0.874 -0.600
O12 -3.440 -5.085 -8.669
C28 -3.188 -4.287 -9.567
O13 -1.912 -3.884 -9.782
C29 -1.476 -3.129 -10.927
C30 -1.659 -1.642 -10.697
C31 -4.284 -3.668 -10.384
H47 -1.967 -3.478 -11.841
H48 -0.409 -3.343 -11.050
H49 -2.712 -1.383 -10.557
H50 -1.272 -1.070 -11.546
H51 -1.132 -1.327 -9.791
H52 -4.670 -2.790 -9.861
H53 -5.086 -4.402 -10.498
H54 -3.979 -3.394 -11.393
O14 8.178 -2.104 4.562
C32 7.653 -1.937 5.659
O15 6.787 -2.857 6.148
C33 6.285 -2.871 7.497
C34 5.058 -1.991 7.628
C35 7.880 -0.677 6.444
H55 7.070 -2.610 8.213
H56 6.005 -3.908 7.711
H57 5.289 -0.944 7.410
H58 4.646 -2.050 8.640
H59 4.287 -2.300 6.915
H60 7.173 0.086 6.110
H61 8.900 -0.332 6.252
H62 7.803 -0.810 7.521

E (Eh): -3745.8896
Total charge: +1

Here are the Löwdin charges for atoms 1 to 99, given in e: -0.16, -0.50, 0.81, -0.46, -0.05, 0.11, -0.01, -0.29, 0.03, -0.29, 0.33, 0.15, 0.15, -0.01, 0.01, -0.29, -0.02, 0.01, -0.26, -0.02, -0.01, 0.02, -0.11, -0.18, -0.12, 0.08, 0.05, 0.08, 0.08, 0.08, 0.09, 0.10, 0.14, 0.00, 0.01, 0.13, 0.12, 0.05, 0.12, 0.12, 0.09, 0.10, 0.15, 0.14, 0.13, 0.12, 0.12, 0.06, -0.49, -0.04, -0.23, -0.06, 0.02, 0.12, 0.11, 0.08, 0.09, 0.08, 0.11, 0.09, 0.07, 0.04, -0.48, -0.01, -0.23, -0.06, 0.02, 0.12, 0.12, 0.07, 0.09, 0.08, 0.10, 0.10, 0.08, 0.04, -0.48, -0.01, -0.22, -0.07, 0.01, 0.12, 0.13, 0.07, 0.06, 0.09, 0.10, 0.10, 0.07, 0.07, -0.50, -0.02, -0.23, -0.07, 0.01, 0.12, 0.13, 0.07, 0.09

---

Entry from the OMol25 dataset: C35H63AsCdO2P2S2Si3 as an isolated structure at a distorted geometry (ωB97M-V/def2-TZVPD).

Atoms and positions in Å:
Cd1 1.646 0.503 -0.882
C1 1.881 4.166 -2.766
P1 1.366 3.321 -1.214
C2 2.701 3.960 -0.118
C3 -0.101 4.289 -0.715
C4 -0.125 5.299 0.232
C5 -1.334 5.867 0.604
C6 -2.520 5.410 0.056
C7 -2.504 4.396 -0.890
C8 -1.298 3.838 -1.282
P2 -1.067 2.513 -2.531
C9 -2.472 2.895 -3.677
C10 -1.804 1.089 -1.621
H1 2.032 5.229 -2.578
H2 1.126 4.034 -3.540
H3 2.816 3.708 -3.092
H4 2.804 5.044 -0.196
H5 3.634 3.488 -0.434
H6 2.500 3.679 0.917
H7 0.788 5.645 0.689
H8 -1.353 6.660 1.339
H9 -3.462 5.838 0.370
H10 -3.436 4.041 -1.304
H11 -3.442 2.874 -3.184
H12 -2.467 2.160 -4.482
H13 -2.308 3.881 -4.112
H14 -2.825 1.314 -1.318
H15 -1.198 0.876 -0.738
H16 -1.784 0.210 -2.268
C11 2.593 -2.715 -0.365
O1 1.666 -2.180 -1.291
C12 2.090 -2.361 -2.627
C13 1.044 -1.768 -3.569
O2 0.935 -0.370 -3.361
C14 0.942 0.412 -4.537
H17 2.717 -3.791 -0.527
H18 2.178 -2.535 0.624
H19 3.574 -2.229 -0.449
H20 2.208 -3.434 -2.846
H21 3.055 -1.855 -2.790
H22 0.073 -2.236 -3.358
H23 1.341 -1.979 -4.602
H24 1.815 0.197 -5.159
H25 0.989 1.448 -4.203
H26 0.026 0.260 -5.124
C15 -2.043 -4.681 2.971
Si1 -0.765 -3.760 1.869
C16 0.657 -3.295 3.070
C17 -0.067 -5.044 0.625
As1 -1.509 -1.939 0.539
Si2 -2.977 -0.889 2.088
C18 -4.384 -1.989 2.785
C19 -3.889 0.620 1.324
C20 -2.038 -0.208 3.607
Si3 -3.085 -3.088 -0.831
C21 -4.394 -1.913 -1.612
C22 -4.086 -4.608 -0.217
C23 -2.129 -3.747 -2.361
H27 -1.667 -5.657 3.268
H28 -2.991 -4.833 2.465
H29 -2.235 -4.120 3.879
H30 1.455 -4.033 3.053
H31 0.298 -3.224 4.093
H32 1.089 -2.333 2.810
H33 0.678 -5.692 1.077
H34 0.400 -4.526 -0.208
H35 -0.857 -5.674 0.225
H36 -4.785 -2.661 2.031
H37 -5.209 -1.388 3.157
H38 -4.026 -2.594 3.610
H39 -4.433 0.342 0.427
H40 -3.208 1.426 1.076
H41 -4.613 1.013 2.032
H42 -1.361 -0.952 4.019
H43 -2.721 0.093 4.395
H44 -1.440 0.659 3.346
H45 -5.118 -1.574 -0.878
H46 -4.943 -2.414 -2.404
H47 -3.921 -1.037 -2.047
H48 -4.724 -4.365 0.627
H49 -3.419 -5.405 0.096
H50 -4.724 -5.004 -1.001
H51 -1.884 -2.929 -3.035
H52 -2.702 -4.476 -2.929
H53 -1.198 -4.221 -2.066
S1 3.841 0.846 -2.046
C24 5.071 0.368 -0.893
C25 4.802 0.156 0.458
C26 5.813 -0.222 1.320
C27 7.109 -0.387 0.863
C28 7.382 -0.172 -0.477
C29 6.379 0.197 -1.349
H54 3.792 0.291 0.840
H55 5.578 -0.391 2.361
H56 7.895 -0.687 1.541
H57 8.386 -0.299 -0.853
H58 6.598 0.362 -2.392
S2 1.201 -0.141 1.501
C30 1.059 1.332 2.438
C31 1.811 1.455 3.605
C32 1.700 2.584 4.390
C33 0.839 3.609 4.024
C34 0.067 3.476 2.881
C35 0.171 2.346 2.092
H59 2.473 0.651 3.887
H60 2.283 2.667 5.298
H61 0.759 4.499 4.633
H62 -0.624 4.258 2.601
H63 -0.459 2.232 1.218

Energy relative to the best compared isomer or geometry (same formula, charge and spin) (eV): 0.000

Here are the Löwdin charges for atoms 1 to 99, given in e: 1.08, -0.27, 0.76, -0.27, -0.41, -0.10, -0.09, -0.07, -0.08, -0.40, 0.87, -0.27, -0.30, 0.05, 0.01, 0.02, 0.04, 0.02, 0.03, 0.10, 0.11, 0.11, 0.10, 0.03, 0.03, 0.04, 0.03, -0.03, 0.03, -0.12, -0.31, -0.22, -0.18, -0.31, -0.12, 0.09, 0.04, 0.09, 0.13, 0.10, 0.10, 0.13, 0.09, 0.04, 0.09, -0.21, 0.31, -0.23, -0.22, 0.75, 0.31, -0.21, -0.21, -0.20, 0.31, -0.22, -0.22, -0.22, 0.03, 0.00, 0.01, 0.03, 0.02, -0.07, 0.03, -0.01, 0.01, 0.00, 0.03, 0.01, 0.00, 0.00, 0.03, 0.02, 0.03, 0.00, 0.01, 0.03, 0.00, 0.00, 0.01, 0.03, 0.00, 0.03, 0.00, 0.47, -0.72, -0.17, -0.10, -0.11, -0.10, -0.14, 0.02, 0.10, 0.10, 0.10, 0.09, 0.48, -0.70

---

Entry from the OMol25 dataset: C35H63BCl2F6N10OSr as an isolated structure at a distorted geometry (ωB97M-V/def2-TZVPD).

Atoms and positions in Å:
Sr1 0.260 0.576 -0.244
N1 -1.954 3.658 1.863
C1 -1.124 4.492 1.008
C2 -1.279 4.077 -0.445
N2 -0.442 2.937 -0.893
C3 0.858 3.450 -1.396
C4 1.997 3.451 -0.373
N3 2.409 2.067 -0.082
C5 -1.225 2.163 -1.909
C6 -0.473 1.098 -2.745
N4 -0.889 -0.267 -2.398
H1 -1.654 2.689 1.859
H2 -1.923 3.971 2.824
H3 -0.063 4.509 1.284
H4 -1.484 5.519 1.104
H5 -1.062 4.932 -1.096
H6 -2.328 3.822 -0.596
H7 0.726 4.469 -1.775
H8 1.191 2.846 -2.235
H9 1.706 3.951 0.552
H10 2.800 4.040 -0.828
H11 3.248 2.040 0.487
H12 2.699 1.683 -1.000
H13 -1.702 2.862 -2.604
H14 -2.040 1.671 -1.360
H15 0.624 1.113 -2.621
H16 -0.611 1.341 -3.800
H17 -0.371 -0.926 -2.969
H18 -1.882 -0.417 -2.546
C7 -2.672 -3.257 3.476
C8 -1.799 -2.067 3.255
C9 -1.384 -1.136 4.180
C10 -0.601 -0.222 3.460
N5 -0.542 -0.580 2.177
N6 -1.277 -1.720 2.061
B1 -1.458 -2.490 0.747
N7 -0.106 -2.956 0.159
N8 0.966 -2.128 -0.056
C11 1.983 -2.920 -0.390
C12 1.579 -4.262 -0.402
C13 0.259 -4.250 -0.027
C14 -0.594 -5.453 0.217
C15 3.403 -2.461 -0.625
C16 3.790 -2.753 -2.078
C17 3.560 -0.975 -0.336
C18 4.336 -3.265 0.291
N9 -2.378 -1.669 -0.214
N10 -2.917 -0.468 0.127
C19 -3.916 -0.250 -0.725
C20 -3.991 -1.291 -1.669
C21 -3.001 -2.179 -1.297
C22 -2.662 -3.505 -1.883
C23 -4.924 0.863 -0.540
C24 -6.279 0.209 -0.230
C25 -4.546 1.766 0.627
C26 -5.071 1.686 -1.825
C27 0.032 1.023 4.050
C28 0.870 1.784 3.012
C29 0.927 0.663 5.246
C30 -1.107 1.895 4.601
H19 -3.018 -3.257 4.508
H20 -3.542 -3.244 2.820
H21 -2.136 -4.189 3.295
H22 -1.628 -1.121 5.229
H23 -2.064 -3.493 0.993
H24 2.178 -5.133 -0.609
H25 0.053 -6.329 0.261
H26 -1.143 -5.386 1.153
H27 -1.318 -5.618 -0.580
H28 3.131 -2.229 -2.770
H29 4.817 -2.429 -2.267
H30 3.730 -3.823 -2.288
H31 3.047 -0.386 -1.097
H32 3.192 -0.727 0.663
H33 4.616 -0.693 -0.383
H34 4.297 -4.331 0.065
H35 5.367 -2.929 0.154
H36 4.058 -3.139 1.337
H37 -4.705 -1.423 -2.466
H38 -3.314 -3.714 -2.730
H39 -1.624 -3.553 -2.216
H40 -2.803 -4.292 -1.141
H41 -6.222 -0.371 0.693
H42 -7.049 0.974 -0.109
H43 -6.586 -0.463 -1.033
H44 -4.351 1.183 1.528
H45 -3.650 2.351 0.433
H46 -5.358 2.467 0.831
H47 -5.390 1.060 -2.660
H48 -5.822 2.467 -1.685
H49 -4.136 2.171 -2.107
H50 1.246 1.113 2.242
H51 0.317 2.601 2.541
H52 1.758 2.217 3.476
H53 1.776 0.061 4.937
H54 1.304 1.578 5.709
H55 0.372 0.103 6.000
H56 -1.909 2.019 3.875
H57 -1.548 1.423 5.481
H58 -0.733 2.879 4.898
Cl1 2.378 -1.848 3.096
C31 3.954 -1.469 3.781
Cl2 4.427 0.217 3.474
H59 4.703 -2.106 3.325
H60 3.917 -1.611 4.855
C32 4.697 0.625 -3.559
C33 3.259 1.139 -3.739
O1 2.493 0.982 -2.637
C34 2.627 0.370 -4.930
F1 1.423 0.858 -5.289
F2 3.392 0.366 -6.037
F3 2.425 -0.917 -4.594
C35 3.347 2.642 -4.107
F4 3.945 3.315 -3.099
F5 4.055 2.899 -5.220
F6 2.139 3.215 -4.276
H61 4.663 -0.451 -3.408
H62 5.107 1.086 -2.662
H63 5.343 0.847 -4.408

Energy relative to the best compared isomer or geometry (same formula, charge and spin) (eV): 0.000

Here are the Löwdin charges for atoms 1 to 99, given in e: 1.48, 0.02, -0.25, -0.18, -0.25, -0.19, -0.22, -0.07, -0.21, -0.31, -0.04, 0.04, 0.07, 0.09, 0.12, 0.12, 0.11, 0.13, 0.08, 0.09, 0.11, 0.09, 0.03, 0.13, 0.09, 0.04, 0.12, 0.10, 0.07, -0.02, -0.26, 0.02, -0.29, 0.04, 0.01, -0.53, 0.03, 0.06, -0.27, 0.02, -0.27, -0.02, -0.53, -0.03, -0.07, -0.04, 0.00, 0.13, -0.28, 0.00, -0.31, -0.01, -0.55, -0.05, -0.06, -0.04, -0.52, -0.05, -0.05, -0.05, 0.08, 0.08, 0.08, 0.11, 0.11, 0.11, 0.08, 0.07, 0.07, 0.07, 0.08, 0.09, 0.04, 0.04, 0.10, 0.08, 0.09, 0.04, 0.11, 0.09, 0.09, 0.07, 0.09, 0.08, 0.08, 0.08, 0.04, 0.09, 0.08, 0.09, 0.06, 0.02, 0.05, 0.08, 0.03, 0.09, 0.08, 0.07, 0.08

---

Entry from the OMol25 dataset: C35H63FeN9O13 as an isolated structure at a distorted geometry (ωB97M-V/def2-TZVPD).

Atoms and positions in Å:
Fe1 -21.675 -2.710 -6.213
O1 -22.996 -1.041 -6.032
C1 -23.188 -0.888 -4.656
C2 -22.064 -1.508 -3.690
O2 -21.407 -2.715 -4.127
H1 -24.178 -1.315 -4.493
H2 -23.382 0.142 -4.357
H3 -22.617 -1.814 -2.802
H4 -21.355 -0.748 -3.362
C3 -23.073 3.639 -7.959
O3 -23.370 4.421 -8.941
N1 -21.946 2.972 -7.799
C4 -20.877 3.104 -8.795
C5 -21.738 2.202 -6.569
H5 -23.733 3.443 -7.100
H6 -21.220 3.521 -9.742
H7 -20.448 2.130 -9.032
H8 -20.095 3.789 -8.468
H9 -22.669 2.089 -6.013
H10 -21.539 1.154 -6.796
H11 -20.973 2.748 -6.016
C6 -23.666 -0.023 2.111
O4 -23.898 1.007 2.801
N2 -23.486 -0.107 0.779
C7 -22.914 -1.248 0.199
C8 -23.544 1.048 -0.113
H12 -23.656 -1.032 2.551
H13 -22.789 -2.122 0.838
H14 -21.941 -0.976 -0.211
H15 -23.537 -1.587 -0.629
H16 -23.936 0.902 -1.120
H17 -23.938 1.931 0.390
H18 -22.530 1.410 -0.280
C9 -21.520 -5.888 -2.841
O5 -21.036 -6.348 -1.823
N3 -22.261 -6.699 -3.633
C10 -22.742 -6.188 -4.919
C11 -22.667 -8.067 -3.380
H19 -21.376 -4.868 -3.231
H20 -23.764 -6.525 -5.088
H21 -22.093 -6.493 -5.740
H22 -22.768 -5.100 -4.862
H23 -22.426 -8.769 -4.178
H24 -22.198 -8.462 -2.478
H25 -23.736 -8.125 -3.176
C12 -28.163 -1.437 -4.053
O6 -27.789 -1.748 -5.152
N4 -27.665 -0.421 -3.407
C13 -28.019 -0.020 -2.059
C14 -26.681 0.442 -4.041
H26 -29.020 -1.825 -3.481
H27 -28.482 0.965 -2.111
H28 -27.151 0.008 -1.401
H29 -28.625 -0.734 -1.501
H30 -27.081 1.436 -4.243
H31 -25.873 0.529 -3.314
H32 -26.174 0.073 -4.933
C15 -24.749 -4.214 -2.967
O7 -25.443 -4.157 -3.973
N5 -25.194 -4.342 -1.694
C16 -24.279 -4.488 -0.532
C17 -26.578 -4.387 -1.227
H33 -23.651 -4.151 -3.020
H34 -24.531 -5.469 -0.130
H35 -24.286 -3.802 0.315
H36 -23.253 -4.405 -0.890
H37 -26.901 -3.495 -0.691
H38 -27.288 -4.334 -2.052
H39 -26.812 -5.286 -0.657
C18 -18.309 -1.947 -2.176
O8 -17.794 -0.824 -2.255
N6 -17.754 -3.086 -1.623
C19 -18.411 -4.341 -1.824
C20 -16.338 -3.172 -1.280
H40 -19.359 -2.101 -2.472
H41 -19.444 -4.363 -2.172
H42 -18.343 -4.908 -0.896
H43 -17.874 -4.945 -2.556
H44 -16.113 -3.647 -0.326
H45 -15.832 -3.677 -2.103
H46 -15.902 -2.173 -1.242
C21 -19.659 -0.733 -7.554
O9 -20.376 -1.655 -7.280
N7 -18.691 -0.332 -6.668
C22 -17.916 0.822 -7.093
C23 -18.753 -0.555 -5.272
H47 -19.621 -0.240 -8.537
H48 -17.955 1.056 -8.157
H49 -16.874 0.607 -6.853
H50 -18.115 1.727 -6.521
H51 -19.118 -1.539 -4.975
H52 -17.746 -0.504 -4.859
H53 -19.402 0.151 -4.752
C24 -21.238 2.917 -3.096
C25 -20.914 4.277 -2.994
C26 -19.786 4.745 -2.323
C27 -19.050 3.815 -1.538
C28 -19.509 2.479 -1.511
C29 -20.528 2.059 -2.341
N8 -17.969 4.242 -0.605
O10 -17.526 3.459 0.255
O11 -17.583 5.421 -0.687
H54 -22.085 2.629 -3.701
H55 -21.486 5.033 -3.511
H56 -19.605 5.810 -2.305
H57 -18.966 1.788 -0.883
H58 -20.599 1.027 -2.650
C30 -26.867 0.535 -8.500
C31 -26.918 0.333 -9.838
C32 -25.765 0.367 -10.607
C33 -24.507 0.565 -10.032
C34 -24.504 0.683 -8.689
C35 -25.626 0.551 -7.868
N9 -23.285 0.539 -10.856
O12 -22.199 0.796 -10.289
O13 -23.443 0.284 -12.068
H59 -27.771 0.498 -7.910
H60 -27.879 0.214 -10.316
H61 -25.886 0.284 -11.677
H62 -23.556 0.886 -8.214
H63 -25.586 0.439 -6.795

Energy relative to the best compared isomer or geometry (same formula, charge and spin) (eV): 2.065
Total charge: -1
2S+1: 6

Here are the Löwdin charges for atoms 1 to 99, given in e: 1.02, -0.35, -0.35, -0.29, -0.40, 0.08, 0.08, 0.07, 0.07, -0.32, -0.07, -0.18, -0.04, -0.03, 0.13, 0.09, 0.06, 0.09, 0.08, 0.07, 0.09, -0.31, -0.03, -0.19, -0.10, -0.02, 0.13, 0.08, 0.10, 0.07, 0.08, 0.09, 0.08, -0.34, 0.00, -0.18, -0.06, -0.05, 0.10, 0.09, 0.08, 0.04, 0.09, 0.08, 0.09, -0.40, 0.03, -0.18, -0.05, -0.03, 0.14, 0.09, 0.08, 0.08, 0.10, 0.08, 0.06, -0.34, 0.01, -0.15, -0.05, -0.06, 0.11, 0.09, 0.07, 0.08, 0.08, 0.08, 0.09, -0.29, 0.00, -0.19, -0.08, -0.05, 0.12, 0.06, 0.09, 0.09, 0.09, 0.09, 0.09, -0.26, -0.06, -0.15, -0.05, -0.04, 0.15, 0.09, 0.09, 0.10, 0.08, 0.10, 0.11, -0.18, -0.13, -0.04, -0.14, -0.04, -0.17